Record 1
ORCA calculation (ωB97M-V/def2-TZVPD) on a structure of composition C39H38BrMnN4OSi at a distorted geometry.

Each line ends with the Löwdin spin population.
Cartesian coordinates (Å):
N 0.63 -1.23 1.71  -0.02
H 4.33 -2.71 -4.01  0.00
H -3.31 -1.46 -0.72  0.00
H -3.40 1.47 -6.32  0.00
C -2.80 -2.41 -0.83  0.00
C -1.64 0.03 -3.19  0.00
H -0.90 -4.21 1.85  0.00
H 1.71 0.88 -0.37  0.01
H -1.33 -1.82 1.43  0.00
C -0.83 0.28 5.67  0.01
H -2.60 -1.81 -3.73  0.00
C -2.81 -4.80 -0.67  0.00
C -1.82 0.24 4.69  0.00
H -3.73 -0.89 -5.69  0.00
C -2.46 -0.77 -3.98  0.00
H -1.04 -0.01 6.69  0.00
C 2.19 -2.95 2.30  0.00
Br -3.35 3.86 4.20  0.00
H -2.27 0.56 2.62  0.00
C -0.33 -2.17 1.68  0.00
C 2.07 3.01 -0.15  0.00
C 1.88 -1.61 2.01  0.00
H 0.94 4.69 1.80  0.00
H 0.24 2.62 -1.27  0.00
N -0.27 1.01 3.02  0.01
H -0.84 2.00 -2.95  0.00
C -1.51 -4.83 -1.14  0.00
C -0.90 4.33 2.80  0.00
C 3.21 -2.33 -2.22  0.00
C -1.62 2.83 0.56  0.00
H -3.54 2.64 1.51  0.00
C -2.92 1.07 -5.44  0.00
N 2.39 0.69 6.94  0.00
H -4.47 -3.55 -0.16  0.00
C 0.44 0.72 5.29  0.00
C 0.61 3.35 -0.54  0.00
C -1.48 1.36 -3.55  0.00
H 1.65 1.44 3.66  0.00
H 4.05 3.81 -0.39  0.00
N 2.83 -0.64 2.08  0.00
H 2.14 2.99 0.94  0.00
C 1.20 -3.90 2.23  0.00
H 0.58 4.33 -1.03  0.00
C 2.47 -1.74 -4.41  0.00
Mn -0.20 0.73 1.15  2.82
H 2.80 5.05 -0.29  0.00
H -2.83 -0.07 4.93  0.00
H 2.99 4.11 -1.77  0.00
C 1.06 -1.26 -2.51  0.00
C -0.86 -3.65 -1.46  0.00
H -3.32 -5.72 -0.43  0.00
C 0.67 1.09 3.97  0.01
C -0.01 4.17 1.76  0.01
C 1.30 -1.22 -3.88  0.00
C -0.10 -3.50 1.92  0.00
H 3.95 -2.77 -1.57  0.00
C -2.53 3.02 1.60  0.00
H 1.86 -1.87 -0.62  0.00
C 2.45 1.64 -0.69  0.01
C -3.10 -0.25 -5.10  0.00
H -1.97 2.92 -4.93  0.00
C -1.50 0.60 3.40  0.02
H -0.64 4.93 3.66  0.00
Si -0.64 -0.79 -1.81  0.02
C -3.46 -3.58 -0.51  0.00
H -1.00 -5.77 -1.27  0.00
C 1.51 0.73 6.21  0.00
H 2.63 -1.71 -5.48  0.00
H 0.15 -3.68 -1.84  0.00
C -0.33 3.40 0.64  0.00
C -2.15 3.73 2.73  0.00
C -1.50 -2.42 -1.32  0.00
C 3.42 -2.30 -3.58  0.00
H 2.62 0.25 1.64  0.00
H 3.79 -0.90 2.17  0.00
C 2.04 -1.82 -1.69  0.00
H -1.96 2.37 -0.37  0.00
H 1.43 -4.94 2.42  0.00
H 3.21 -3.21 2.55  0.00
H 2.47 1.66 -1.78  0.00
O -0.51 0.12 -0.50  0.09
H 0.55 -0.80 -4.54  0.00
H 3.43 1.35 -0.35  0.00
C -2.11 1.88 -4.66  0.00
C 3.03 4.07 -0.68  0.00

Properties
⟨S²⟩: 3.789
HOMO level (alpha / beta): -11.2 / -11.1 eV
Energy relative to the best compared isomer or geometry (same formula, charge and spin): 0.0000 eV
Charge: +1
2S+1: 4

=====

Record 2
ORCA calculation (ωB97M-V/def2-TZVPD) on a structure of composition C64H61BaN5P3.

Each line ends with the Mulliken charge.
Cartesian coordinates (Å):
H 0.77 5.88 4.64  0.42
N -3.49 -0.52 0.53  0.48
C 0.06 -3.60 1.71  -0.57
P -2.36 0.29 1.52  1.22
C 0.47 2.76 -4.47  -0.95
H 1.77 -3.76 -3.52  0.47
H 4.57 0.18 5.62  0.44
H -4.98 1.73 1.53  0.34
H 5.78 -1.50 -4.37  0.43
C 4.96 2.10 -0.11  0.55
C 0.56 3.80 4.16  -0.43
C -3.46 4.72 1.96  -0.69
H 0.76 1.19 -5.91  0.59
C -4.32 0.27 -1.99  0.19
C -2.96 -2.37 4.54  -0.97
C -6.59 0.87 -2.53  -0.77
C 1.00 2.72 3.40  0.11
C 0.56 -5.84 1.10  -0.80
H 3.79 1.83 3.97  0.46
H 3.20 1.18 -2.27  0.47
H -2.53 -2.42 2.45  0.12
H -3.70 5.76 2.09  0.40
H 1.06 0.65 4.00  0.48
H -4.40 -6.14 -2.28  0.43
C 3.08 -1.40 0.71  -1.58
C 0.31 -5.49 -0.22  -0.70
C 0.31 -1.01 -4.46  -1.41
C 0.24 0.42 -3.97  0.38
H 2.64 6.22 3.05  0.46
C 5.58 2.76 -1.18  -1.00
C 3.56 3.91 -1.75  -0.89
C -2.74 -1.79 3.31  -0.02
C 3.60 2.36 0.12  0.82
C -3.87 1.35 -2.74  -0.25
H 5.30 0.81 -3.50  0.58
H -0.25 3.65 4.86  0.41
C -6.13 1.95 -3.28  -0.58
C 0.14 3.03 -3.15  -0.99
C 0.51 1.44 -4.88  -1.09
H -6.07 -0.82 -1.34  0.40
C 0.35 1.38 3.61  -0.66
H 3.35 -2.44 0.49  0.30
C -4.77 2.19 -3.39  -0.67
C 3.43 0.20 -2.65  -0.51
C -4.18 2.45 1.64  -0.05
C -1.83 2.96 1.78  0.11
C 4.61 -0.01 -3.35  -0.83
H -2.80 1.53 -2.82  0.16
C 3.41 -0.97 2.04  0.59
C -0.06 -4.18 -0.51  0.09
C -0.39 -3.76 -1.92  0.68
C 5.81 1.16 0.70  -1.21
C -4.48 3.79 1.80  -0.77
N 2.54 -0.76 -2.41  1.75
H 3.84 -2.95 2.77  0.46
H -0.48 1.46 4.31  0.18
C 2.03 2.93 2.46  0.33
C -3.93 -4.73 -0.74  -0.52
C -0.13 1.96 -2.32  -0.61
H -3.91 -5.47 0.05  0.47
H -0.03 -2.82 2.46  0.48
C 1.13 5.06 4.03  -0.83
C 3.81 -1.90 3.04  -0.83
H -0.04 0.96 2.68  -0.53
P -3.11 -0.73 -1.10  2.01
C -4.24 -4.14 -3.04  -0.74
H -1.45 -3.49 -1.95  -1.46
C -2.13 4.31 1.96  -0.90
H -1.33 5.03 2.09  0.48
C 2.61 4.19 2.36  -0.69
C 1.76 -3.06 -2.67  -1.12
H 1.34 -1.24 -4.73  0.40
H 0.86 -6.85 1.35  0.45
C 2.17 5.25 3.14  -0.81
H -6.83 2.60 -3.78  0.40
H -4.04 -2.06 -3.53  0.43
H 3.43 4.35 1.67  0.53
H 0.64 -5.11 3.13  0.56
C 4.87 -1.29 -3.83  -1.03
H -0.23 -1.04 -5.41  0.77
H 5.85 1.46 1.75  0.25
H 4.52 -2.24 5.01  0.41
C -3.22 -0.19 5.51  -0.71
H 0.41 -6.21 -1.01  0.57
H 3.47 -0.75 -0.08  0.43
C 2.78 -1.98 -2.90  -0.21
C -2.85 2.02 1.65  -0.50
C 2.93 3.25 -0.71  -0.84
H 0.08 4.04 -2.77  0.65
C -3.20 -1.56 5.65  -0.68
H -3.40 0.44 6.38  0.44
C -2.77 -0.40 3.16  0.66
C 3.94 -2.28 -3.61  -1.27
H -4.40 3.02 -3.97  0.47
C -4.20 -5.10 -2.04  -0.64
N 0.39 -2.60 -2.40  1.77
H -5.51 4.12 1.79  0.47
Ba 0.51 -0.66 -0.22  -0.56
H 0.68 3.56 -5.16  0.45
H -3.37 -2.01 6.62  0.40
N -0.07 0.68 -2.71  2.29
H -0.79 2.65 1.75  0.38
C 3.81 0.78 3.71  -0.49
H -4.45 -0.60 0.83  0.46
C -5.70 0.03 -1.90  -0.84
H -0.46 -2.98 -4.29  0.53
H -3.02 1.48 4.18  0.39
C 4.24 -0.14 4.64  -0.92
H 5.42 4.15 -2.80  0.41
C 3.37 0.39 2.44  0.39
H -3.45 -3.11 0.59  0.49
H 3.01 4.61 -2.37  0.47
C -3.01 0.40 4.27  -1.04
H 6.83 1.16 0.31  0.55
H 6.63 2.57 -1.36  0.39
P 2.50 1.55 1.35  1.81
H 5.43 0.14 0.68  0.17
H -1.30 -1.81 -3.29  -0.34
C 4.90 3.65 -1.99  -0.99
H 1.88 3.44 -0.53  0.64
C 0.44 -4.88 2.09  -1.12
H -4.48 -4.42 -4.06  0.43
C 4.21 -1.50 4.29  -0.70
N -0.19 -3.26 0.45  1.50
H -7.66 0.69 -2.46  0.43
C -3.67 -3.39 -0.43  -0.40
H -2.94 -3.44 4.65  0.48
C -3.69 -2.43 -1.43  -0.21
H -0.26 -4.61 -2.59  0.52
C -3.99 -2.81 -2.74  -0.64
H 4.09 -3.28 -3.98  0.58
H 2.09 -3.64 -1.80  0.55
C -0.31 -2.12 -3.62  -0.93
H -0.41 2.14 -1.28  0.39

Properties
HOMO level: -8.0 eV
Energy relative to the best compared isomer or geometry (same formula, charge and spin): 0.2832 eV
Charge: +1